C32H47BrO9 | ωB97M-V with the def2-TZVPD basis set

SMILES string ... CC(C)=CCC[C@H](C)CCC1=C(CCCCO)C(=O)C(Br)=CC1=O.O=C1CCCO1.O=C1CCCO1.O=C1CCCO1
Kohn-Sham gap ... 0.202 Eh
LUMO level ... -0.795 eV
Energy ... -122411.946 eV
Spin multiplicity ... 1
HOMO ... -6.3 eV

The geometry in XYZ format:
```
89
C32H47BrO9 | the OMol25 dataset | ωB97M-V with the def2-TZVPD basis set
C -2.5548 0.7089 -1.0354
C -3.0520 1.7469 -0.0756
C -4.2484 2.5491 -0.5779
C -2.4886 2.0309 1.1677
C -2.6742 1.2160 2.4279
C -1.3907 0.8210 3.1967
C -0.2607 0.3375 2.2973
C -0.7373 -0.8919 1.4896
C 1.0037 -0.0326 3.1081
C 2.1153 1.0192 3.0552
C 2.6575 1.3348 1.6760
C 3.6298 2.2546 1.5067
C 4.2877 3.0166 2.6228
C 4.6918 4.4706 2.2541
C 6.1663 4.6515 1.8524
C 6.3202 5.7528 0.7783
O 6.8949 5.2478 -0.4228
C 4.0809 2.5293 0.1021
O 5.2323 2.7280 -0.2207
C 2.9650 2.4845 -0.9066
Br 2.9173 3.7150 -2.3499
C 2.0258 1.5521 -0.7627
C 2.1651 0.6558 0.4364
O 1.9308 -0.5323 0.3428
H -2.9953 0.8376 -2.0219
H -1.4728 0.7322 -1.1217
H -2.8126 -0.3096 -0.7165
H -4.9688 1.8350 -0.9625
H -4.6190 3.1527 0.2387
H -3.8870 3.1783 -1.4030
H -1.8552 2.9199 1.2483
H -3.2199 0.3181 2.1402
H -3.3369 1.8057 3.0600
H -1.6681 0.0017 3.8647
H -1.0968 1.6726 3.8167
H 0.0103 1.1753 1.6479
H -0.1275 -1.7742 1.6660
H -1.7551 -1.1963 1.7074
H -0.5981 -0.6622 0.4388
H 0.7033 -0.1056 4.1566
H 1.4273 -0.9977 2.8512
H 2.9558 0.6409 3.6407
H 1.7972 1.9418 3.5396
H 5.2072 2.4805 2.8725
H 3.6752 3.0391 3.5158
H 4.5297 5.0658 3.1514
H 4.0031 4.8511 1.5009
H 6.6116 3.7378 1.4768
H 6.7567 4.9913 2.7015
H 5.3613 6.2213 0.5552
H 6.9759 6.5427 1.1457
H 6.2320 5.2504 -1.1116
H 1.2078 1.4414 -1.4573
O -5.4522 -0.3307 0.5391
C -6.5542 -0.1049 0.9390
O -6.8180 0.2028 2.2323
C -8.2365 0.3135 2.4354
C -8.8168 0.5982 1.0570
C -7.8467 -0.1506 0.1461
H -8.6000 -0.6279 2.8531
H -8.4328 1.1119 3.1469
H -9.8545 0.2867 0.9555
H -8.7654 1.6677 0.8475
H -8.1339 -1.1937 0.0084
H -7.7233 0.3338 -0.8183
O -1.6664 -4.3653 0.1247
C -0.5241 -4.6393 -0.1006
O 0.1121 -5.7041 0.4432
C 1.5006 -5.6915 0.0554
C 1.5596 -4.8539 -1.2142
C 0.4291 -3.8561 -0.9799
H 2.0808 -5.2519 0.8703
H 1.8354 -6.7146 -0.1004
H 2.5256 -4.3968 -1.3839
H 1.3284 -5.4753 -2.0787
H 0.7693 -2.9757 -0.4302
H -0.0552 -3.5596 -1.9061
O 2.7557 -3.8923 -3.6277
C 2.2988 -4.2238 -4.6804
O 1.9808 -5.5097 -4.9678
C 1.5553 -5.6200 -6.3374
C 1.1018 -4.2204 -6.7281
C 2.0224 -3.3425 -5.8830
H 2.4019 -5.9649 -6.9349
H 0.7567 -6.3546 -6.4039
H 1.1647 -4.0321 -7.7980
H 0.0662 -4.0680 -6.4208
H 2.9675 -3.1337 -6.3860
H 1.5481 -2.4143 -5.5782
```